103
Properties=species:S:1:pos:R:3:forces:R:3 method="wB97M-V/def2-TZVPD" orbital_gap_ha="0.263 / 0.244" multiplicity=4 de_lowest_kj_mol=0.0 total_charge=+2 homo_energy_ev="-12.37 / -13.43"
W 1.271 1.429 1.093 0.17 0.13 -0.13
C 4.456 4.153 1.897 0.00 -0.02 0.02
C 5.006 3.132 0.908 0.04 0.01 0.00
S 3.911 1.774 0.353 -0.04 0.03 0.05
C 3.573 2.192 -1.373 -0.04 -0.02 -0.04
C 2.706 3.423 -1.546 0.01 -0.02 0.04
S 1.082 3.220 -0.742 -0.01 0.09 0.05
C 0.922 4.761 0.218 0.00 0.02 -0.01
C 1.773 4.873 1.474 0.13 -0.07 -0.06
S 3.461 5.499 1.205 -0.02 0.00 0.00
H 5.315 4.638 2.362 -0.01 0.03 -0.01
H 3.902 3.670 2.703 0.00 0.00 0.00
H 5.855 2.619 1.361 -0.02 -0.03 0.00
H 5.369 3.623 0.004 0.00 0.00 0.00
H 3.083 1.308 -1.787 0.01 0.00 -0.01
H 4.517 2.316 -1.905 0.03 0.02 0.05
H 2.525 3.620 -2.602 -0.03 -0.05 -0.01
H 3.179 4.297 -1.101 -0.01 0.01 -0.01
H -0.135 4.793 0.475 0.00 -0.02 0.00
H 1.116 5.572 -0.484 -0.01 0.01 0.01
H 1.911 3.906 1.952 -0.26 0.03 0.13
H 1.255 5.517 2.184 0.07 0.06 0.00
C 0.228 0.379 4.173 0.01 -0.03 0.01
C 1.625 0.978 4.162 -0.05 0.23 0.04
C 2.662 -0.019 4.651 -0.02 0.00 0.04
C 1.681 2.287 4.932 -0.04 -0.02 0.04
O 2.011 1.288 2.788 0.01 -0.46 -0.25
H -0.019 0.046 5.181 -0.01 0.01 0.00
H 0.179 -0.491 3.513 0.00 0.00 -0.01
H -0.517 1.112 3.867 0.00 0.00 0.01
H 2.434 -0.323 5.673 0.00 0.02 0.00
H 3.658 0.424 4.638 0.01 -0.01 -0.02
H 2.660 -0.910 4.021 0.00 0.00 0.00
H 1.382 2.128 5.969 0.01 -0.01 0.00
H 0.999 3.014 4.489 0.00 0.00 0.00
H 2.694 2.692 4.931 0.00 0.01 -0.01
C -6.759 -4.168 -2.756 -0.02 0.00 -0.01
C -5.555 -3.448 -2.226 0.04 0.00 0.02
C -5.400 -2.080 -2.402 0.00 -0.01 0.02
C -4.284 -1.397 -1.932 0.05 0.05 0.03
C -4.207 0.090 -2.140 -0.06 0.03 -0.03
C -3.286 -2.135 -1.283 -0.08 0.01 -0.05
Te -1.528 -1.223 -0.573 0.09 0.05 0.04
N -0.635 0.897 0.603 0.07 -0.21 0.26
C -1.149 1.861 1.316 -0.09 0.11 0.12
O -0.241 2.630 1.902 -0.04 0.09 -0.21
C -2.574 2.181 1.506 0.01 0.02 0.02
C -3.544 1.183 1.481 -0.02 -0.01 -0.04
C -4.880 1.508 1.649 0.00 -0.04 -0.01
C -5.252 2.833 1.832 0.00 0.03 0.00
C -4.287 3.831 1.871 -0.01 0.01 0.01
C -2.949 3.506 1.723 0.04 -0.02 0.03
C -0.974 -0.238 -2.351 0.05 -0.03 -0.06
C -1.065 1.145 -2.451 0.01 -0.03 0.08
C -0.702 1.776 -3.630 0.02 0.01 -0.03
C -0.245 1.021 -4.700 0.02 0.01 -0.02
C -0.157 -0.358 -4.592 -0.01 0.00 0.00
C -0.522 -1.019 -3.421 -0.05 0.01 0.03
C -0.459 -2.521 -3.360 0.00 -0.06 -0.03
C -3.428 -3.517 -1.055 0.04 0.03 0.03
C -2.397 -4.329 -0.313 0.01 -0.04 0.02
C -4.560 -4.146 -1.541 -0.02 0.00 -0.04
H -7.548 -3.474 -3.035 0.00 0.00 0.00
H -7.154 -4.866 -2.018 0.00 0.00 0.00
H -6.491 -4.747 -3.642 0.00 0.00 0.00
H -6.178 -1.519 -2.908 0.00 0.00 0.00
H -5.205 0.526 -2.094 0.00 -0.01 -0.02
H -3.787 0.328 -3.120 0.01 0.00 0.02
H -3.600 0.590 -1.383 -0.04 -0.01 0.01
H -3.255 0.145 1.366 0.00 0.00 0.00
H -5.630 0.728 1.647 0.00 0.01 0.00
H -6.296 3.087 1.960 0.00 0.00 0.00
H -4.578 4.861 2.028 0.00 0.00 0.00
H -2.189 4.273 1.782 0.00 0.00 0.00
H -1.425 1.727 -1.613 0.00 -0.03 -0.06
H -0.788 2.851 -3.715 -0.01 0.00 0.01
H 0.033 1.504 -5.627 0.00 0.00 0.00
H 0.191 -0.941 -5.436 0.00 0.00 0.00
H 0.024 -2.925 -4.248 0.00 0.01 0.00
H -1.460 -2.955 -3.298 0.02 0.01 0.00
H 0.104 -2.870 -2.488 0.00 0.02 0.01
H -2.311 -4.020 0.733 0.00 0.02 -0.01
H -1.407 -4.248 -0.771 -0.01 0.00 -0.02
H -2.672 -5.382 -0.317 0.00 0.01 0.02
H -4.679 -5.211 -1.381 0.01 0.00 0.00
N 1.865 -0.290 0.050 0.03 0.10 -0.06
C 2.237 -1.353 -0.250 0.03 -0.06 0.01
N 2.643 -2.523 -0.583 -0.03 -0.02 -0.03
C 3.943 -2.727 -1.269 0.02 0.02 -0.01
C 4.820 -3.652 -0.442 0.00 0.02 0.00
C 4.085 -4.945 -0.095 0.02 -0.02 0.01
C 2.774 -4.652 0.631 0.00 0.02 0.02
C 1.888 -3.741 -0.203 -0.01 -0.01 -0.01
H 4.399 -1.749 -1.417 0.01 -0.01 -0.01
H 3.723 -3.160 -2.248 0.01 0.00 0.00
H 5.124 -3.135 0.472 -0.01 -0.01 0.01
H 5.728 -3.864 -1.007 0.00 0.00 -0.01
H 4.719 -5.580 0.522 0.00 0.01 0.01
H 3.879 -5.508 -1.011 -0.01 0.01 0.00
H 2.976 -4.171 1.593 0.01 -0.01 0.00
H 2.230 -5.574 0.841 -0.01 0.00 -0.02
H 0.988 -3.428 0.326 0.00 -0.01 0.01
H 1.590 -4.234 -1.133 0.00 -0.01 0.02



105
Properties=species:S:1:pos:R:3:forces:R:3 method="wB97M-V/def2-TZVPD" orbital_gap_ha="0.220 / 0.235" multiplicity=2 de_lowest_kj_mol=37.0 total_charge=+2 homo_energy_ev="-12.00 / -13.27"
Hf -0.062 -0.651 -0.153 0.53 -0.49 -0.11
C -1.084 -3.298 -1.585 -0.02 0.03 0.00
C -2.046 -2.290 -1.717 -0.01 -0.08 0.12
C -1.736 -1.109 -2.377 -0.05 0.13 0.03
C -0.442 -0.919 -2.884 0.03 -0.01 -0.07
C 0.515 -1.912 -2.730 0.04 0.14 -0.07
C 0.188 -3.110 -2.092 -0.09 -0.04 0.10
H -1.332 -4.223 -1.084 0.00 0.01 -0.03
H -3.038 -2.444 -1.313 0.00 0.02 -0.01
H -2.485 -0.342 -2.533 0.01 0.00 -0.01
H -0.213 -0.022 -3.438 0.02 -0.02 -0.02
H 1.512 -1.769 -3.125 -0.03 -0.01 -0.02
H 0.938 -3.879 -1.978 0.01 0.00 -0.01
Cl -1.515 1.568 1.049 -0.13 0.01 -0.06
C -0.442 2.398 2.131 0.14 0.07 0.16
C -0.952 3.414 2.913 -0.02 -0.01 0.00
C -0.089 4.064 3.783 -0.05 -0.02 -0.03
C 1.244 3.697 3.850 0.05 -0.02 -0.01
C 1.728 2.684 3.038 -0.05 0.04 0.06
Cl 3.412 2.297 3.104 0.03 0.01 0.01
C 0.888 2.004 2.154 -0.14 -0.12 -0.10
S 1.541 0.774 1.084 0.05 0.09 0.03
H -1.995 3.690 2.846 0.00 0.00 0.00
H -0.461 4.861 4.412 0.00 0.00 0.00
H 1.922 4.202 4.525 0.01 -0.01 0.00
C 2.299 0.742 -4.467 -0.05 -0.04 0.05
Ge 2.181 2.095 -3.056 0.10 0.10 -0.02
C 3.720 1.953 -1.858 -0.07 -0.02 -0.01
C 2.098 3.876 -3.867 -0.03 0.00 0.04
Ge 0.067 2.198 -1.769 0.18 0.04 -0.03
C -1.564 2.225 -2.840 -0.09 -0.03 0.06
C -2.833 2.383 -2.274 0.02 0.01 0.01
C -3.973 2.344 -3.062 -0.04 0.01 0.01
C -3.866 2.148 -4.432 -0.04 0.00 -0.02
C -2.615 2.003 -5.013 0.03 0.00 -0.04
C -1.476 2.036 -4.221 0.05 0.00 0.01
C 0.180 3.807 -0.693 -0.07 -0.03 -0.06
C -0.859 4.743 -0.700 0.03 -0.02 0.01
C -0.734 5.937 -0.008 -0.03 0.03 0.01
C 0.428 6.215 0.697 -0.01 0.04 0.02
C 1.471 5.300 0.704 0.05 0.00 0.00
C 1.348 4.105 0.013 0.00 0.01 -0.04
H 3.084 1.079 -5.146 0.01 -0.01 -0.02
H 1.383 0.639 -5.048 0.02 -0.03 -0.01
H 2.600 -0.233 -4.084 0.00 0.04 0.00
H 4.544 1.483 -2.395 0.01 0.01 -0.02
H 3.505 1.362 -0.968 0.01 0.01 -0.02
H 4.029 2.953 -1.558 0.02 -0.01 0.04
H 3.007 4.048 -4.445 0.02 -0.02 -0.01
H 2.028 4.636 -3.089 0.00 0.00 -0.02
H 1.240 3.977 -4.531 0.00 0.00 -0.01
H -2.940 2.549 -1.208 0.00 0.00 0.01
H -4.948 2.473 -2.608 0.00 0.00 0.00
H -4.756 2.121 -5.047 0.00 0.00 0.00
H -2.526 1.871 -6.084 0.00 0.00 0.00
H -0.505 1.933 -4.695 -0.02 0.00 -0.02
H -1.760 4.557 -1.268 -0.02 0.00 -0.01
H -1.540 6.660 -0.031 0.00 0.00 0.00
H 0.526 7.151 1.231 0.00 0.00 0.00
H 2.384 5.519 1.244 0.00 0.00 0.00
H 2.168 3.394 0.031 0.02 0.03 -0.03
C -1.047 -3.551 3.774 0.00 0.00 -0.02
Si -1.007 -3.568 1.904 0.10 0.01 -0.02
C 0.623 -4.364 1.361 -0.05 0.06 0.00
C -2.355 -4.741 1.317 -0.03 0.01 -0.05
C -1.188 -1.733 1.365 -0.27 -0.03 0.06
Si -3.015 -1.167 1.665 -0.10 0.10 -0.02
C -4.370 -2.448 1.827 0.08 -0.07 0.08
C -3.687 -0.156 0.197 -0.03 -0.14 0.04
C -3.051 -0.205 3.277 0.05 -0.01 -0.03
H -0.973 -4.567 4.167 0.01 -0.01 0.01
H -1.978 -3.122 4.151 -0.01 0.00 0.00
H -0.223 -2.970 4.195 0.01 0.01 0.00
H 1.378 -4.289 2.146 0.02 0.03 0.02
H 1.040 -3.939 0.447 -0.04 -0.05 0.01
H 0.457 -5.428 1.189 -0.01 -0.04 0.02
H -1.924 -5.743 1.291 0.01 -0.03 -0.02
H -2.786 -4.546 0.333 -0.01 0.00 0.05
H -3.183 -4.772 2.024 0.05 -0.02 -0.03
H -0.695 -1.217 2.216 0.02 0.02 -0.01
H -4.495 -3.100 0.962 -0.01 0.04 0.02
H -5.282 -1.848 1.913 -0.02 0.00 0.01
H -4.309 -3.064 2.724 0.01 0.01 -0.02
H -2.960 0.217 -0.529 -0.13 0.07 0.03
H -4.254 0.702 0.564 0.02 0.04 0.00
H -4.396 -0.780 -0.353 0.03 0.03 -0.06
H -3.261 -0.890 4.101 0.00 -0.01 0.01
H -3.853 0.537 3.265 -0.02 0.01 0.01
H -2.119 0.311 3.513 0.00 0.01 0.00
C 4.387 -4.425 -0.602 0.03 -0.03 -0.09
N 4.119 -3.838 0.704 -0.02 0.10 0.11
C 4.572 -4.378 1.885 0.04 -0.02 0.05
C 4.097 -3.605 2.881 0.04 -0.05 0.01
N 3.360 -2.596 2.300 0.10 -0.08 -0.08
C 2.681 -1.568 3.069 -0.04 0.07 0.09
C 3.373 -2.748 0.966 -0.11 -0.02 0.02
Se 2.585 -1.767 -0.439 -0.16 0.12 0.00
H 5.346 -4.933 -0.557 0.00 -0.01 0.01
H 4.432 -3.646 -1.355 0.01 -0.01 0.00
H 3.608 -5.143 -0.856 -0.01 0.02 -0.01
H 5.200 -5.251 1.909 -0.01 0.00 0.00
H 4.221 -3.672 3.947 0.00 0.00 -0.01
H 2.812 -1.801 4.123 0.00 -0.01 0.00
H 1.621 -1.565 2.828 -0.01 0.00 0.00
H 3.103 -0.591 2.855 0.00 -0.01 0.00